The following is a quantum chemistry calculation of a cluster of 10 separate species, C18H57N16O10 in total at a distorted geometry, from the Open Molecules 2025 dataset.

XYZ file:
```
101
Properties=species:S:1:pos:R:3:forces:R:3:mulliken_charge:R:1
C 1.213 5.946 16.520 -0.73 -0.80 -0.96 1.257
C 2.369 6.691 15.865 0.95 -0.13 0.00 1.600
C 2.434 8.169 16.271 -0.89 0.34 -0.46 -0.220
O 3.561 6.026 15.991 -0.06 -0.61 0.58 -0.824
H 0.230 6.408 16.357 0.19 0.46 0.55 -0.553
H 1.403 5.659 17.554 -0.04 0.31 0.11 0.479
H 1.069 5.002 15.962 0.36 -0.07 0.24 -1.066
H 2.130 6.764 14.773 -0.37 0.22 -0.01 -1.074
H 2.611 8.403 17.323 0.35 -0.42 0.04 -0.426
H 1.457 8.627 16.056 0.06 0.03 -0.03 -0.302
H 3.150 8.677 15.626 0.23 0.03 0.27 0.455
C 0.203 -2.220 15.261 0.08 -1.10 -0.35 -1.339
C 0.869 -1.135 16.089 -0.09 -0.06 0.15 0.392
C 0.957 0.229 15.422 -0.44 0.30 -0.63 -0.589
O -0.294 0.891 15.507 -0.11 -0.07 0.62 -0.439
C -0.233 2.202 15.012 0.97 -0.32 -0.60 -0.189
N 0.234 -1.058 17.424 -0.09 0.63 -0.48 -0.772
H 0.324 -2.051 14.189 -0.04 0.08 0.04 0.301
H -0.844 -2.466 15.456 -0.14 0.77 0.11 0.316
H 0.674 -3.187 15.472 0.20 0.16 -0.03 0.352
H 1.913 -1.447 16.196 0.00 0.03 0.24 0.322
H 1.195 0.175 14.347 0.31 -0.35 0.12 0.346
H 1.760 0.817 15.887 -0.18 0.13 0.14 0.235
H -1.139 2.739 15.269 -0.04 0.05 -0.03 0.185
H -0.078 2.159 13.920 -0.42 0.14 -0.06 0.204
H 0.676 2.707 15.366 -0.28 0.21 0.40 -0.007
H -0.763 -0.962 17.232 0.01 -0.30 0.05 0.306
H 0.421 -0.113 17.765 0.31 -0.27 0.34 0.313
C -3.316 9.224 17.308 -0.97 -0.02 0.51 -1.747
C -1.798 9.302 17.261 -0.25 -0.07 0.47 2.269
C -1.380 10.587 16.577 0.45 0.55 0.33 -0.840
O -2.126 10.755 15.384 -0.02 -0.01 -0.13 -0.483
C -1.820 11.990 14.780 0.12 0.70 -0.31 -0.857
N -1.166 9.240 18.572 0.52 0.19 0.95 -0.597
H -3.784 10.164 17.631 0.40 0.23 -0.22 0.298
H -3.681 8.534 18.078 0.36 -0.36 -0.23 0.502
H -3.796 8.943 16.372 0.21 -0.02 -0.07 0.283
H -1.371 8.430 16.757 -0.28 0.08 -0.48 -1.331
H -0.298 10.649 16.389 -0.04 -0.36 -0.23 0.258
H -1.547 11.452 17.239 -0.33 -0.16 0.13 0.736
H -0.738 12.073 14.629 -0.03 0.12 -0.05 0.356
H -2.181 12.856 15.352 0.16 -0.25 0.40 0.346
H -2.321 12.103 13.817 0.02 -0.57 -0.04 0.244
H -1.524 8.485 19.145 -0.02 -0.29 -0.41 0.260
H -1.284 10.051 19.172 -0.02 0.36 -0.53 0.206
C 0.947 9.779 13.384 -0.39 -1.22 -0.23 0.578
O 1.324 10.867 13.776 -0.12 0.38 -0.03 -0.661
N 1.657 9.032 12.456 0.06 0.68 0.12 -0.481
N -0.219 9.162 13.749 0.13 0.54 0.23 -0.077
H 2.561 9.420 12.256 0.18 -0.33 0.02 0.252
H 1.517 8.038 12.412 0.10 -0.01 -0.06 0.198
H -0.357 8.181 13.580 -0.01 -0.04 -0.15 0.290
H -0.846 9.645 14.376 -0.02 -0.08 0.01 0.130
C 1.846 11.711 19.542 -0.74 0.00 -0.72 0.461
O 0.695 12.076 19.363 -0.04 0.16 0.27 -0.605
N 2.825 12.566 19.953 0.29 -0.37 0.20 -0.396
N 2.223 10.408 19.332 0.81 -0.52 -0.09 -0.310
H 2.576 13.517 20.142 -0.01 0.03 -0.07 0.216
H 3.786 12.278 19.944 0.05 0.19 0.08 0.172
H 1.674 9.865 18.680 -0.55 0.26 0.19 0.147
H 3.204 10.194 19.210 0.02 0.22 0.09 0.345
C 4.884 3.135 14.134 -0.01 0.14 -0.07 0.429
O 5.397 2.357 13.343 0.13 0.01 0.08 -0.750
N 5.503 4.004 14.969 -0.51 -0.68 -0.43 -0.082
N 3.517 3.239 14.288 -0.91 0.03 0.19 0.027
H 4.844 4.570 15.492 0.76 0.95 0.28 0.064
H 6.501 4.017 15.034 -0.01 0.16 0.15 0.191
H 3.124 3.985 14.853 0.20 0.15 -0.05 0.058
H 2.891 2.761 13.670 0.35 -0.33 -0.13 0.105
C -3.445 6.390 15.119 -0.34 -0.46 0.51 0.436
O -4.444 6.375 15.826 0.01 0.01 -0.16 -0.712
N -2.306 5.709 15.456 0.41 0.03 -0.39 0.044
N -3.382 7.048 13.934 0.16 0.41 -0.74 -0.165
H -2.253 5.209 16.322 -0.19 0.19 0.15 0.207
H -1.462 5.840 14.922 -0.03 -0.02 0.00 -0.216
H -2.585 7.011 13.317 0.13 -0.24 0.23 0.155
H -4.217 7.441 13.542 -0.16 0.03 0.37 0.195
C 5.921 8.033 19.299 -0.27 -0.61 1.07 0.636
O 6.639 7.785 18.361 0.06 0.13 -0.15 -0.610
N 4.565 7.821 19.333 0.13 0.15 -0.85 -0.252
N 6.392 8.475 20.539 -0.20 0.32 -0.12 -0.536
H 3.988 8.092 20.108 -0.03 -0.10 -0.02 0.204
H 4.138 7.448 18.497 -0.09 0.18 -0.02 0.080
H 7.333 8.207 20.765 0.08 0.05 -0.13 0.249
H 5.728 8.350 21.285 0.28 -0.04 0.18 0.201
C -0.020 5.270 12.576 0.67 -0.15 0.29 0.571
O -0.643 6.283 12.893 -0.19 0.05 -0.18 -0.614
N 1.306 5.114 12.841 -0.52 -0.08 -0.17 -0.234
N -0.587 4.223 11.922 -0.70 0.22 -0.22 -0.413
H 1.709 5.731 13.537 0.11 -0.15 0.08 -0.204
H 1.645 4.173 12.771 0.52 0.17 0.09 0.253
H -0.136 3.344 11.760 0.14 0.07 -0.02 0.166
H -1.545 4.327 11.641 -0.02 -0.07 0.08 0.214
C 5.000 3.471 18.491 0.08 0.96 0.87 0.433
O 5.594 2.588 19.089 -0.19 -0.26 -0.29 -0.695
N 5.425 4.772 18.463 -0.01 -0.33 -0.15 -0.153
N 3.765 3.372 17.891 0.16 -0.43 0.06 -0.246
H 6.300 5.026 18.877 0.04 0.02 -0.07 0.097
H 4.788 5.467 18.107 0.29 0.14 -0.29 0.190
H 3.376 2.445 17.889 0.08 -0.02 -0.36 0.174
H 3.663 3.976 17.081 -0.56 0.01 0.06 0.077
```
Positions in Å, forces in eV/Å.

Output
E_HOMO = -5.263 eV
relative energy (zero: lowest compared OMol25 entry of this formula, charge and spin) = 0.0 kJ/mol
charge = -1
electronic energy = -2348.85268 Eh
frontier orbital gap = 7.254 eV

***

The following is a quantum chemistry calculation of a cluster of 9 separate species, C18H57N3O9 in total at a distorted geometry, from the Open Molecules 2025 dataset.

XYZ file:
```
87
Properties=species:S:1:pos:R:3:forces:R:3:mulliken_charge:R:1
C 3.775 -21.225 14.174 1.05 -1.02 0.37 -0.509
O 3.329 -22.563 14.359 -0.04 0.38 -0.85 -0.440
C 2.969 -23.121 13.102 -1.59 -1.17 0.93 0.256
C 2.387 -24.555 13.447 -1.42 1.81 -2.43 0.398
C 3.309 -25.719 13.271 -1.27 0.26 0.21 -1.633
N 1.147 -24.814 12.581 0.95 -0.66 0.47 -0.711
H 4.295 -20.972 15.104 -0.47 0.40 -0.05 0.289
H 2.929 -20.573 13.931 0.37 0.15 -0.09 0.149
H 4.579 -21.262 13.411 -0.60 0.57 -0.05 0.228
H 2.132 -22.567 12.607 0.56 0.06 0.52 -0.316
H 3.783 -23.099 12.387 0.50 -0.21 -0.10 0.292
H 2.037 -24.449 14.474 -0.01 -0.24 -0.01 0.245
H 4.062 -25.658 14.016 0.77 -0.45 0.67 0.419
H 3.744 -25.746 12.299 0.43 0.10 -0.83 0.374
H 2.628 -26.560 13.355 0.50 -0.63 0.34 0.415
H 1.320 -25.225 11.657 0.41 0.19 0.66 0.267
H 0.596 -23.995 12.411 -0.15 0.48 0.18 0.236
C 7.353 -18.375 4.586 0.28 -0.06 -1.09 -0.708
O 6.161 -19.139 4.496 0.23 0.78 0.15 -0.420
C 5.156 -18.612 5.381 0.49 -0.84 -0.96 -0.482
C 5.360 -19.173 6.767 0.79 -0.40 0.33 0.150
C 5.473 -20.707 6.669 0.07 -0.15 1.64 -0.885
N 4.219 -18.808 7.584 -0.03 -0.50 0.46 -0.157
H 7.912 -18.418 3.623 -0.40 -0.35 0.64 0.274
H 8.024 -18.654 5.401 -0.10 -0.23 0.09 0.254
H 7.083 -17.337 4.703 0.04 0.61 0.20 0.334
H 5.213 -17.533 5.412 -0.11 0.49 -0.09 0.396
H 4.211 -18.911 4.892 0.11 0.02 0.67 0.169
H 6.264 -18.705 7.234 -0.46 -0.45 -0.49 0.311
H 5.500 -21.169 7.709 0.26 0.61 -1.07 0.199
H 6.343 -21.051 6.099 -0.46 -0.02 -0.01 0.382
H 4.505 -21.054 6.289 0.36 -0.23 -0.48 0.194
H 4.382 -19.238 8.511 -0.36 0.50 -0.44 0.266
H 3.506 -19.405 7.167 -0.59 0.36 0.38 -0.250
C -0.525 -13.947 8.635 1.07 0.62 0.33 -0.748
O -0.215 -15.210 8.060 -0.11 1.19 0.09 -0.364
C 0.606 -15.969 8.916 -0.33 0.12 -1.28 -1.168
C 0.673 -17.324 8.296 1.21 -0.28 -0.72 0.825
C 1.498 -18.187 9.212 1.09 0.09 -1.35 -0.738
N 1.344 -17.307 6.923 -0.56 0.00 1.12 -0.639
H -1.588 -13.889 8.843 -0.16 0.09 0.05 0.182
H -0.218 -13.106 7.964 -0.32 -0.70 0.30 0.263
H 0.053 -13.801 9.595 -0.70 -0.11 -0.87 0.351
H 1.631 -15.561 8.959 -0.20 0.08 0.13 0.518
H 0.140 -15.997 9.882 -0.02 -0.22 0.74 0.577
H -0.301 -17.783 8.179 -0.34 0.25 -0.15 -0.029
H 1.854 -19.005 8.594 -0.02 -0.54 0.51 -0.291
H 0.980 -18.486 10.079 -0.73 -0.51 0.89 0.254
H 2.386 -17.651 9.535 0.23 0.08 0.05 0.511
H 0.871 -16.667 6.293 0.01 0.20 0.31 0.258
H 2.318 -17.011 7.026 -0.25 -0.15 -0.01 0.235
C -4.341 -17.511 9.286 -0.27 -0.71 0.47 -1.300
C -3.139 -16.644 9.128 0.16 0.33 1.40 0.037
O -2.114 -16.958 10.097 -0.48 1.91 -1.30 -0.375
H -5.115 -17.304 8.558 -0.10 0.16 -0.27 0.415
H -4.754 -17.324 10.272 -0.21 -0.26 0.20 0.264
H -4.078 -18.573 9.193 -0.08 0.10 0.06 0.326
H -3.440 -15.628 9.384 0.14 0.21 -0.29 0.264
H -2.821 -16.671 8.108 0.83 0.01 -0.64 0.189
H -2.094 -17.875 10.302 -0.04 -1.40 0.27 0.279
C -0.664 -20.843 12.834 0.83 -0.65 0.16 -1.053
C -0.928 -20.399 11.396 -1.65 0.49 0.54 0.710
O -1.720 -19.151 11.506 0.99 -0.66 1.17 -0.623
H 0.033 -21.697 12.878 -0.40 0.05 -0.17 0.122
H -1.578 -21.110 13.406 0.44 0.24 -0.62 0.284
H -0.101 -20.078 13.392 -0.29 0.11 -0.19 0.480
H -1.624 -21.098 10.886 0.78 0.23 0.10 0.245
H -0.059 -20.139 10.791 0.11 -0.53 0.19 -0.536
H -1.398 -18.810 12.373 -0.63 0.26 -1.03 0.274
C 0.944 -22.757 9.442 -0.90 -0.46 2.14 -1.017
C 0.901 -21.834 8.293 -0.33 1.56 -0.97 0.441
O 2.211 -21.570 7.819 0.76 -0.68 1.11 -0.499
H -0.068 -23.107 9.680 0.05 -0.31 -0.40 0.460
H 1.217 -22.330 10.432 0.27 0.46 -0.83 -0.065
H 1.607 -23.599 9.352 0.16 -0.47 -0.54 0.407
H 0.474 -20.844 8.598 -0.10 -0.76 -0.11 -0.154
H 0.328 -22.163 7.395 -0.03 -0.23 0.94 0.353
H 2.058 -21.002 7.081 0.02 0.84 -1.29 0.011
O 3.764 -20.860 10.292 -0.05 0.20 0.22 -0.599
H 4.685 -21.120 10.272 0.28 -0.12 0.06 0.288
H 3.401 -21.174 9.456 -0.31 -0.11 -0.41 0.246
O 1.065 -19.811 5.896 -0.04 -0.75 -0.31 -0.592
H 0.876 -19.709 4.959 0.04 -0.21 -0.04 0.239
H 1.115 -18.896 6.232 0.24 0.75 0.38 0.393
O -3.977 -20.596 12.382 -1.91 -0.08 0.25 -0.658
H -3.316 -20.013 12.025 0.56 0.75 -0.38 0.452
H -4.838 -20.122 12.272 1.21 -0.65 0.13 0.306
```
Positions in Å, forces in eV/Å.

Output
E_HOMO = -9.033 eV
relative energy (zero: lowest compared OMol25 entry of this formula, charge and spin) = 0.0 kJ/mol
electronic energy = -1561.31606 Eh
frontier orbital gap = 9.583 eV
SMILES = COC[C@H](C)N.COC[C@H](C)N.COC[C@H](C)N.CCO.CCO.CCO.O.O.O